# 1
This record from the Open Molecules 2025 dataset describes a cluster of 6 separate species, C25H30N6O3Si2 in total. The level of theory is ωB97M-V with the def2-TZVPD basis set.

Last column: Mulliken charge in e.
Cartesian coordinates (Å):
O1 1.34 0.30 7.97  -0.244
N1 2.26 0.54 7.31  0.334
O2 1.92 1.46 6.22  -0.255
Si1 1.00 0.92 4.93  0.331
O3 1.81 1.21 3.55  0.056
Si2 3.26 1.91 3.18  0.416
H1 0.77 -0.52 5.13  -0.125
H2 -0.27 1.68 4.90  -0.139
H3 4.24 1.67 4.26  -0.157
H4 3.07 3.35 2.97  -0.120
H5 3.75 1.30 1.93  -0.112
C1 -0.85 3.98 -0.83  -0.312
C2 -0.80 3.20 0.32  -0.654
C3 0.33 2.41 0.53  -0.248
N2 1.36 2.36 -0.31  -0.409
C4 1.30 3.12 -1.40  -0.301
C5 0.22 3.94 -1.70  -0.427
H6 -1.71 4.61 -1.04  0.656
H7 -1.61 3.19 1.04  0.384
H8 0.41 1.79 1.42  0.484
H9 2.15 3.06 -2.07  0.371
H10 0.22 4.54 -2.61  0.449
C6 0.94 -1.39 -2.81  -0.627
C7 0.27 -0.37 -2.16  0.201
C8 -1.08 -0.54 -1.88  -0.259
N3 -1.77 -1.63 -2.20  -0.563
C9 -1.11 -2.61 -2.82  -0.385
C10 0.24 -2.54 -3.15  -0.103
H11 1.99 -1.30 -3.04  0.374
H12 0.77 0.55 -1.87  0.201
H13 -1.63 0.25 -1.37  0.399
H14 -1.69 -3.49 -3.07  0.412
H15 0.71 -3.37 -3.65  0.318
C11 -2.91 9.63 -0.93  -0.170
C12 -2.00 8.87 -0.22  -0.654
C13 -1.59 7.66 -0.75  0.056
N4 -2.02 7.18 -1.92  -0.338
C14 -2.90 7.92 -2.59  -0.249
C15 -3.37 9.15 -2.15  -0.415
H16 -3.25 10.59 -0.55  0.367
H17 -1.61 9.21 0.73  0.357
H18 -0.87 7.04 -0.22  0.360
H19 -3.24 7.52 -3.54  0.356
H20 -4.08 9.71 -2.74  0.350
C16 -1.07 -5.47 4.60  -0.176
C17 -0.11 -5.08 3.68  -0.473
C18 0.17 -3.73 3.55  -0.164
N5 -0.44 -2.78 4.26  -0.292
C19 -1.36 -3.17 5.14  -0.141
C20 -1.72 -4.49 5.34  -0.481
H21 -1.32 -6.52 4.73  0.363
H22 0.41 -5.81 3.08  0.353
H23 0.92 -3.39 2.85  0.350
H24 -1.84 -2.38 5.70  0.328
H25 -2.47 -4.75 6.07  0.348
C21 2.21 -8.02 -5.14  -0.157
C22 1.55 -8.35 -3.97  -0.400
C23 0.55 -7.50 -3.50  -0.188
N6 0.19 -6.38 -4.12  -0.422
C24 0.83 -6.08 -5.25  -0.089
C25 1.84 -6.85 -5.80  -0.502
H26 2.99 -8.65 -5.53  0.368
H27 1.80 -9.25 -3.42  0.345
H28 0.02 -7.74 -2.59  0.351
H29 0.52 -5.16 -5.74  0.367
H30 2.33 -6.55 -6.71  0.348

Values from the calculation:
Calculated total energy, Eh: -2103.85198
HOMO-LUMO gap, Ha: 0.3347
E_HOMO, eV: -9.208
SMILES: O=NO[SiH2]O[SiH3].c1ccncc1.c1ccncc1.c1ccncc1.c1ccncc1.c1ccncc1
E_LUMO, eV: -0.100
ΔE to the lowest compared entry with this formula, charge and spin, kJ/mol: 0.00

# 2
This record from the Open Molecules 2025 dataset describes the molecule C2HN3O2 in a non-equilibrium geometry. The level of theory is ωB97M-V with the def2-TZVPD basis set.

Last column: Mulliken charge in e.
Cartesian coordinates (Å):
O1 -1.71 1.85 0.61  -0.470
C1 -1.07 0.80 0.45  0.643
N1 -1.27 -0.31 -0.34  -0.250
N2 -0.17 -0.75 -1.05  -0.140
C2 1.02 -0.69 -0.49  0.107
N3 1.27 0.03 0.65  -0.100
O2 0.23 0.67 1.05  -0.098
H1 1.70 -1.60 -0.89  0.308

Values from the calculation:
Calculated total energy, Eh: -391.37361
HOMO-LUMO gap, Ha: 0.2882
E_HOMO, eV: -10.420
SMILES: O=c1nncno1
E_LUMO, eV: -2.578
ΔE to the lowest compared entry with this formula, charge and spin, kJ/mol: 596.44

# 3
This record from the Open Molecules 2025 dataset describes a structure of composition C6H11BBrClMgN2O4 in a non-equilibrium geometry. The level of theory is ωB97M-V with the def2-TZVPD basis set.

Last column: Mulliken charge in e.
Cartesian coordinates (Å):
N1 1.28 -0.97 2.94  -0.529
B1 -0.17 -1.04 2.71  0.450
O1 -0.84 -2.22 2.44  -0.509
O2 -0.92 0.26 2.73  -0.360
C1 -0.69 0.85 1.60  1.094
O3 -0.73 2.14 1.63  -0.833
N2 -0.47 0.12 0.36  0.445
C2 0.72 0.81 -0.28  -0.597
C3 1.62 -0.15 -1.13  -0.984
C4 1.65 0.25 -2.66  -0.592
Cl1 2.54 -1.00 -3.62  -0.146
C5 -1.72 0.31 -0.41  -0.633
C6 -1.95 -0.70 -1.58  -0.049
O4 -1.12 -1.26 -2.16  -0.272
Br1 -3.82 -0.96 -2.14  -0.075
H1 1.48 -0.02 3.28  0.304
H2 1.70 -1.05 2.00  0.295
H3 -0.32 -2.67 1.75  0.355
H4 1.37 1.19 0.55  0.482
H5 0.38 1.71 -0.85  0.332
H6 2.68 -0.09 -0.80  0.583
H7 1.34 -1.23 -1.03  0.428
H8 2.23 1.20 -2.77  0.397
H9 0.63 0.43 -3.07  0.250
H10 -1.81 1.41 -0.72  0.162
H11 -2.58 0.13 0.32  0.724
Mg1 -2.50 2.54 0.91  1.275

Values from the calculation:
Calculated total energy, Eh: -3904.24363
HOMO-LUMO gap, Ha: 0.1427
E_HOMO, eV: -15.683
E_LUMO, eV: -11.800
Charge: +2

# 4
This record from the Open Molecules 2025 dataset describes the molecule C4H6N2. The level of theory is ωB97M-V with the def2-TZVPD basis set.

Last column: Mulliken charge in e.
Cartesian coordinates (Å):
C1 -1.62 -0.28 -0.11  -0.846
N1 -0.26 0.05 0.31  0.103
C2 0.74 -0.86 0.06  -0.257
C3 1.88 -0.14 -0.11  -0.437
N2 1.63 1.21 0.08  -0.592
C4 0.34 1.28 0.31  -0.054
H1 -1.54 -0.88 -1.01  0.335
H2 -2.15 -0.86 0.65  0.257
H3 -2.17 0.62 -0.36  0.339
H4 0.51 -1.91 0.02  0.418
H5 2.85 -0.50 -0.41  0.374
H6 -0.19 2.20 0.55  0.362

Values from the calculation:
Calculated total energy, Eh: -265.51431
HOMO-LUMO gap, Ha: 0.3586
E_HOMO, eV: -8.856
SMILES: Cn1ccnc1
E_LUMO, eV: 0.900
ΔE to the lowest compared entry with this formula, charge and spin, kJ/mol: 55.83